Formula: CH3O3
Source: the OMol25 dataset
Level of theory: ωB97M-V with the def2-TZVPD basis set

```
7
Properties=species:S:1:pos:R:3:forces:R:3
O -0.26620 -1.27184 -0.80379 0.22 0.32 0.02
C 0.69325 -0.46973 -0.87586 -0.85 -0.56 0.46
O 0.98096 0.46747 -0.08995 0.29 0.08 -0.37
H 1.35647 -0.65338 -1.75022 0.37 0.28 -0.08
H -1.52587 0.20547 1.24357 -0.13 -0.12 -0.04
H -0.29867 0.99647 0.95693 -0.69 -0.03 0.43
O -1.15767 1.05896 1.48935 0.80 0.03 -0.42
```
Forces are in eV/Å.

Values from the calculation:
**Charge**: -1
**LUMO energy**: 4.67 eV
**Orbital gap**: 9.1 eV
**Multiplicity**: 1

---

Formula: CH3O3
Source: the OMol25 dataset
Level of theory: ωB97M-V with the def2-TZVPD basis set

```
7
Properties=species:S:1:pos:R:3:forces:R:3
O 0.10186 2.26959 2.89386 0.48 -0.92 -0.44
H 0.00962 2.04308 1.94074 0.11 0.13 0.93
H 0.63170 1.53259 3.27380 -0.60 0.77 -0.54
O 0.71745 -1.95323 -2.75782 -1.85 -0.22 2.21
O -0.42084 -0.22649 -1.94991 -0.83 -0.74 1.37
C -0.19629 -1.46099 -1.96299 2.58 0.70 -3.83
H -0.84350 -2.20454 -1.43768 0.12 0.29 0.30
```
Forces are in eV/Å.

Values from the calculation:
**Charge**: -1
**LUMO energy**: 3.48 eV
**Orbital gap**: 7.0 eV
**Multiplicity**: 1

---

Formula: CH3O3
Source: the OMol25 dataset
Level of theory: ωB97M-V with the def2-TZVPD basis set

```
7
Properties=species:S:1:pos:R:3:forces:R:3
C 1.12797 0.07098 0.02211 -1.85 -0.03 0.43
O -2.65134 -0.03634 -0.01782 -1.02 -0.14 -0.18
O -0.62159 0.24793 0.10251 1.25 0.81 0.84
O -1.61515 -0.45992 -0.39165 1.10 -0.28 -0.01
H 1.24760 -1.01454 -0.25063 0.27 1.54 -0.65
H 1.21240 1.05014 -0.60173 0.49 -2.32 0.90
H 1.30011 0.14174 1.13721 -0.25 0.41 -1.33
```
Forces are in eV/Å.

Values from the calculation:
**Charge**: +1
**LUMO energy (alpha / beta)**: -9.15 / -9.10 eV
**Orbital gap (alpha / beta)**: 9.8 / 9.9 eV
**Multiplicity**: 1

---

Formula: CH3O3P
Source: the OMol25 dataset
Level of theory: ωB97M-V with the def2-TZVPD basis set

```
8
Properties=species:S:1:pos:R:3:forces:R:3
C 1.07494 -0.20075 -0.22730 1.74 -1.58 -0.01
O -1.70317 -0.80146 -0.61816 0.87 1.36 1.47
O 2.06858 0.40009 0.01616 0.67 0.66 0.27
O -0.84665 1.65565 -0.20730 0.27 0.50 0.53
P -1.08247 0.28465 0.18917 -3.02 -2.05 -0.42
H 0.65630 -0.92978 0.51766 0.29 0.13 -0.15
H 0.62095 -0.25662 -1.20388 -0.20 0.16 -0.99
H -0.78848 -0.15177 1.53365 -0.62 0.83 -0.70
```
Forces are in eV/Å.

Values from the calculation:
**Charge**: 0
**LUMO energy**: -1.60 eV
**Orbital gap**: 9.7 eV
**Multiplicity**: 1

---

Formula: CH3O3PS
Source: the OMol25 dataset
Level of theory: ωB97M-V with the def2-TZVPD basis set

```
9
Properties=species:S:1:pos:R:3:forces:R:3
C -0.16855 0.48395 -0.29591 1.69 0.17 -0.95
O -0.72939 -0.31078 -1.13885 -1.54 -0.26 -1.78
O 0.71336 1.28889 -0.90262 -0.63 0.14 0.29
O 0.99946 -0.77265 0.54046 -0.42 -0.61 1.75
P -0.19724 0.16126 1.60230 0.67 1.15 -0.75
S -1.72278 -0.95655 1.90952 -0.31 -0.53 0.14
H -0.48905 -0.23650 -2.11341 0.12 0.29 1.83
H 1.11415 1.93263 -0.30155 -0.16 -0.15 0.18
H 0.48005 -1.59023 0.70007 0.59 -0.21 -0.70
```
Forces are in eV/Å.

Values from the calculation:
**Charge**: 0
**LUMO energy**: 0.22 eV
**Orbital gap**: 8.5 eV
**Multiplicity**: 1

---

Formula: CH3O3S
Source: the OMol25 dataset
Level of theory: ωB97M-V with the def2-TZVPD basis set

```
8
Properties=species:S:1:pos:R:3:forces:R:3
C -0.72971 0.76132 -0.49681 -0.74 -3.23 -0.89
O 1.96910 0.33269 -0.66020 2.02 1.02 -0.11
O 0.80662 -1.01559 1.02326 0.21 -0.82 2.79
O -1.09901 1.33739 0.71887 0.08 0.34 -0.54
S 0.77692 -0.30497 -0.21052 -2.59 1.19 -2.28
H -1.50552 -0.57324 -0.60630 1.41 2.58 0.25
H -0.77937 0.70881 1.34788 0.01 -0.56 1.56
H 0.56096 -1.24643 -1.11618 -0.41 -0.53 -0.78
```
Forces are in eV/Å.

Values from the calculation:
**Charge**: -1
**LUMO energy**: 3.92 eV
**Orbital gap**: 7.0 eV
**Multiplicity**: 1

---

Formula: CH3O3S2
Source: the OMol25 dataset
Level of theory: ωB97M-V with the def2-TZVPD basis set

```
9
Properties=species:S:1:pos:R:3:forces:R:3
C -0.42440 0.32543 0.43238 0.03 0.84 -0.92
O 0.07973 1.69982 -4.28854 0.62 -0.20 0.69
O 1.91189 0.08000 -4.18745 -0.39 0.64 0.60
O 1.48115 -0.78718 -1.02331 -0.06 0.39 -0.69
S 0.04675 0.20130 -1.21840 0.43 -0.97 0.82
S 1.27500 1.24388 -3.57780 -0.22 -0.30 -1.01
H -1.50523 0.28443 0.50034 -0.20 -0.29 0.15
H -0.01687 1.19406 0.95307 0.08 -0.05 0.13
H 1.21762 -1.47414 -0.40455 -0.29 -0.06 0.25
```
Forces are in eV/Å.

Values from the calculation:
**Charge**: -1
**LUMO energy (alpha / beta)**: 3.32 / 3.32 eV
**Orbital gap (alpha / beta)**: 6.1 / 6.1 eV
**Multiplicity**: 1

---

Formula: CH3O3S3
Source: the OMol25 dataset
Level of theory: ωB97M-V with the def2-TZVPD basis set

```
10
Properties=species:S:1:pos:R:3:forces:R:3
O 0.33820 0.83387 -1.45790 0.73 1.05 1.43
S 0.83992 1.14995 -0.09509 -0.97 0.19 -1.44
O 2.25551 1.27476 0.02275 0.82 -0.31 0.07
S -0.11200 2.58350 0.77318 -0.50 0.37 0.18
O 0.50482 -0.19277 0.80252 0.55 0.83 -0.14
C -0.60262 -0.95158 0.52526 -2.99 -1.54 1.81
S -0.53966 -1.79604 -1.08860 -0.76 -3.22 1.76
H -1.71431 -0.57033 0.73774 2.47 0.58 -0.94
H -0.60852 -1.66980 1.37811 0.33 -0.25 -0.95
H -0.36133 -0.66157 -1.59797 0.31 2.29 -1.76
```
Forces are in eV/Å.

Values from the calculation:
**Charge**: -1
**LUMO energy**: 3.34 eV
**Orbital gap**: 7.9 eV
**SMILES**: O=S(=O)([S-])OCS
**Multiplicity**: 1

---

Formula: CH3O4P
Source: the OMol25 dataset
Level of theory: ωB97M-V with the def2-TZVPD basis set

```
9
Properties=species:S:1:pos:R:3:forces:R:3
C 0.85503 -0.22878 -0.23880 -2.16 2.42 0.48
O -3.29266 0.36479 -0.01192 -1.97 0.15 0.27
O 0.85415 1.06508 -0.73201 0.63 -2.37 2.64
O 1.51073 -0.48202 0.87224 -0.30 -0.61 0.61
O -1.01377 -0.35920 0.32757 3.07 -0.21 -0.80
P -1.95091 0.58372 -0.50787 0.87 -0.25 -0.15
H 0.95055 -1.02280 -0.90141 -0.60 -0.86 -1.87
H 0.68942 1.53367 0.12901 0.25 0.37 -1.13
H 1.39747 -1.45446 1.06319 0.22 1.35 -0.05
```
Forces are in eV/Å.

Values from the calculation:
**Charge**: 0
**LUMO energy**: 0.04 eV
**Orbital gap**: 9.4 eV
**Multiplicity**: 1

---

Formula: CH3O4P
Source: the OMol25 dataset
Level of theory: ωB97M-V with the def2-TZVPD basis set

```
9
Properties=species:S:1:pos:R:3:forces:R:3
C 1.65460 -0.08110 -0.06604 1.01 0.30 -0.47
O 0.31154 -0.43705 0.18899 -2.07 0.62 0.13
P -0.92864 0.16515 -0.69498 -1.25 0.88 2.67
O -2.19488 -0.82598 -0.16941 1.22 0.42 -0.49
O -2.91883 0.17335 0.54745 -0.79 -0.23 0.43
O -2.00300 1.26316 0.50676 2.26 -1.49 -2.06
H 2.23066 -0.92465 0.23410 0.41 -0.91 0.23
H 2.06693 0.73011 0.64686 -1.08 -0.62 -1.79
H 1.78162 -0.06298 -1.19372 0.30 1.03 1.36
```
Forces are in eV/Å.

Values from the calculation:
**Charge**: 0
**LUMO energy**: -0.39 eV
**Orbital gap**: 8.9 eV
**SMILES**: COP1OOO1
**Multiplicity**: 1

---

Going through the records in order, we get ΔE to the lowest compared entry with this formula, charge and spin values of 0.5, 21.6, 128.2, 63.2, 48.0, 104.0, 66.6, 17.3, 57.9, 174.5 kcal per mole.
Going through the records in order, we get electronic energy values of -7229.9849, -7229.0696, -7210.2885, -16515.2591, -27350.7538, -18060.3514, -28897.5111, -39734.7173, -18563.6616, -18558.6077 eV.